Record 1
C21H49F6N7O8PV | ωB97M-V/def2-TZVPD

Geometry (Å):
1 O -3.202 -1.024 0.364
2 V -4.550 -0.443 0.926
3 P 0.357 0.311 0.125
4 F 0.067 -0.147 1.665
5 F -0.896 1.328 0.422
6 F 1.440 1.318 0.800
7 F 0.555 1.047 -1.278
8 F 1.624 -0.696 -0.063
9 F -0.541 -0.823 -0.558
10 C 1.365 5.574 -4.169
11 O 1.002 6.720 -4.652
12 N 1.844 5.335 -2.905
13 C 2.164 3.967 -2.416
14 C 2.119 6.390 -1.951
15 H 1.219 4.604 -4.670
16 H 1.997 3.238 -3.208
17 H 1.548 3.707 -1.555
18 H 3.168 3.981 -1.992
19 H 3.118 6.825 -1.979
20 H 1.455 7.241 -2.101
21 H 1.794 6.037 -0.973
22 C -1.525 -3.915 -1.532
23 O -2.668 -3.626 -1.853
24 N -0.841 -4.980 -2.033
25 C 0.455 -5.420 -1.554
26 C -1.354 -5.837 -3.107
27 H -0.975 -3.369 -0.750
28 H 0.930 -4.628 -0.975
29 H 1.195 -5.704 -2.302
30 H 0.358 -6.348 -0.991
31 H -0.914 -5.728 -4.099
32 H -1.279 -6.882 -2.806
33 H -2.385 -5.609 -3.377
34 C -3.794 -1.911 3.981
35 O -4.193 -1.311 2.965
36 N -2.784 -1.518 4.796
37 C -2.504 -2.161 6.078
38 C -1.847 -0.435 4.367
39 H -4.249 -2.825 4.391
40 H -1.764 -2.956 5.984
41 H -3.365 -2.771 6.353
42 H -2.040 -1.591 6.882
43 H -1.847 0.440 5.018
44 H -0.819 -0.793 4.414
45 H -1.968 -0.049 3.355
46 C 4.082 -0.107 -2.831
47 O 4.537 1.038 -2.959
48 N 4.419 -1.141 -3.588
49 C 5.584 -0.986 -4.468
50 C 3.744 -2.461 -3.507
51 H 3.330 -0.299 -2.051
52 H 5.886 -2.032 -4.501
53 H 6.460 -0.449 -4.106
54 H 5.427 -0.813 -5.533
55 H 3.590 -2.677 -4.564
56 H 4.480 -3.186 -3.159
57 H 2.796 -2.402 -2.974
58 C -4.302 2.125 -1.551
59 O -4.237 1.383 -0.546
60 N -3.348 2.332 -2.460
61 C -3.448 3.421 -3.433
62 C -2.082 1.582 -2.351
63 H -5.155 2.808 -1.684
64 H -4.056 3.194 -4.309
65 H -2.457 3.806 -3.672
66 H -3.900 4.279 -2.936
67 H -2.150 0.564 -1.965
68 H -1.767 1.373 -3.374
69 H -1.325 2.190 -1.857
70 C -0.758 -3.005 2.329
71 O -1.720 -3.135 1.635
72 N -0.020 -4.067 2.834
73 C -0.259 -5.439 2.210
74 C 0.989 -3.822 3.947
75 H -0.383 -2.016 2.633
76 H 0.491 -5.766 1.489
77 H -1.217 -5.601 1.715
78 H -0.169 -6.128 3.049
79 H 1.007 -4.654 4.651
80 H 1.951 -3.790 3.436
81 H 0.726 -2.951 4.548
82 C -0.418 3.152 3.478
83 O -1.060 2.986 4.560
84 N 0.481 4.194 3.179
85 C 1.130 4.143 1.933
86 C 0.476 5.422 3.941
87 H -0.384 2.419 2.657
88 H 1.819 3.345 1.660
89 H 1.821 4.985 1.896
90 H 0.490 4.324 1.069
91 H -0.295 5.479 4.709
92 H 1.431 5.518 4.458
93 H 0.286 6.302 3.326

Net charge: 0
Calculated total energy in hartree: -3699.4198
HOMO (spin up / spin down) in eV: -8.76 / -8.76
Spin multiplicity: 3

=====

Record 2
C6H40N2O12 | ωB97M-V/def2-TZVPD

Geometry (Å):
1 N -1.019 2.317 -0.490
2 C -1.919 1.250 -1.027
3 C -3.292 1.630 -1.405
4 C -1.311 0.709 -2.326
5 N -0.115 -0.147 -2.168
6 C -0.906 -2.397 -1.870
7 C -0.238 -1.405 -2.851
8 C 1.304 -1.756 -3.361
9 H -0.126 1.934 -0.316
10 H -0.958 3.022 -1.243
11 H -2.048 0.460 -0.290
12 H -3.592 2.647 -1.075
13 H -3.618 1.596 -2.410
14 H -4.112 0.988 -0.953
15 H -1.137 1.563 -3.040
16 H -2.048 0.235 -2.858
17 H 0.738 0.265 -2.502
18 H -1.586 -2.957 -2.491
19 H -1.707 -2.009 -1.090
20 H -0.181 -2.950 -1.247
21 H -0.817 -1.396 -3.806
22 H 2.019 -1.978 -2.546
23 H 1.834 -0.733 -3.780
24 H 1.436 -2.596 -4.152
25 H 3.020 1.444 2.314
26 H 2.163 2.812 2.665
27 O 2.925 2.175 3.040
28 H 0.037 1.795 1.614
29 H -0.268 3.149 2.271
30 O 0.165 2.291 2.507
31 H 4.128 -1.237 0.478
32 H 3.053 -0.608 -0.420
33 O 3.516 -0.488 0.412
34 H -1.231 -3.526 0.168
35 H 0.311 -3.115 0.376
36 O -0.394 -3.788 0.431
37 H -0.294 -2.640 3.616
38 H 0.464 -1.482 4.306
39 O 0.332 -2.418 4.361
40 H 1.731 -2.298 0.920
41 H 2.723 -3.205 0.002
42 O 2.122 -2.407 -0.079
43 H 1.773 -0.082 0.677
44 H 0.515 0.243 -0.255
45 O 0.968 0.592 0.583
46 H -3.681 -1.618 -0.235
47 H -4.323 -0.882 0.921
48 O -4.317 -1.017 -0.091
49 H 2.425 2.280 -0.987
50 H 2.920 3.538 -1.544
51 O 2.234 2.836 -1.742
52 H -0.396 4.883 0.876
53 H 0.681 4.010 0.722
54 O 0.248 4.496 1.424
55 H 1.002 0.970 3.645
56 H 1.886 0.055 4.563
57 O 1.158 0.006 3.875
58 H -1.735 -1.188 3.228
59 H -0.723 -1.948 2.195
60 O -1.741 -1.921 2.459

Net charge: 0
Calculated total energy in hartree: -1264.8060
HOMO in eV: -9.41

=====

Record 3
C25H16IN6O2S3SbTa | ωB97M-V/def2-TZVPD

Geometry (Å):
1 Ta 1.194 -2.401 -1.242
2 C -2.365 -4.963 -0.026
3 C -1.193 -4.522 -0.621
4 N -0.865 -3.223 -0.633
5 C -1.730 -2.372 -0.045
6 C -2.866 -2.850 0.596
7 N -3.182 -4.134 0.607
8 C -1.398 -0.946 -0.202
9 C -2.200 0.077 0.243
10 C -1.863 1.409 -0.033
11 C -0.725 1.603 -0.819
12 C 0.043 0.536 -1.235
13 N -0.264 -0.736 -0.900
14 C 1.216 0.683 -2.117
15 C 1.757 1.898 -2.501
16 N 2.810 1.983 -3.305
17 C 3.335 0.847 -3.722
18 C 2.820 -0.389 -3.335
19 N 1.756 -0.474 -2.545
20 C -2.682 2.537 0.447
21 C -2.225 3.852 0.359
22 C -3.033 4.879 0.823
23 N -4.234 4.682 1.351
24 C -4.673 3.433 1.439
25 C -3.943 2.335 1.010
26 H -2.624 -6.014 -0.044
27 H -0.500 -5.225 -1.059
28 H -3.536 -2.177 1.114
29 H -3.087 -0.158 0.806
30 H -0.447 2.594 -1.137
31 H 1.342 2.834 -2.151
32 H 4.199 0.898 -4.372
33 H 3.284 -1.306 -3.665
34 H -1.253 4.106 -0.038
35 H -2.693 5.906 0.768
36 H -5.657 3.296 1.871
37 H -4.388 1.356 1.113
38 S 0.554 -6.790 -2.821
39 Sb 2.401 -5.352 -2.403
40 S 1.517 -3.266 -3.366
41 S 1.948 -4.373 -0.205
42 I 1.370 2.388 5.672
43 C 1.915 1.503 3.879
44 C 1.231 0.375 3.429
45 C 1.596 -0.221 2.238
46 C 2.642 0.310 1.482
47 C 3.329 1.436 1.940
48 C 2.968 2.030 3.135
49 C 3.049 -0.241 0.185
50 O 3.852 0.180 -0.586
51 O 2.341 -1.411 -0.159
52 H 0.428 -0.040 4.023
53 H 1.080 -1.115 1.914
54 H 4.144 1.837 1.353
55 H 3.504 2.898 3.491

Net charge: +2
Calculated total energy in hartree: -3230.4578
HOMO (spin up / spin down) in eV: -13.46 / -13.46
Spin multiplicity: 2

=====

Record 4
C23H33N3O3S | ωB97M-V/def2-TZVPD

Geometry (Å):
1 C 6.762 0.872 -1.326
2 H 6.486 1.795 -1.832
3 H 6.916 1.094 -0.273
4 H 7.698 0.512 -1.746
5 C 5.662 -0.178 -1.495
6 C 4.370 0.323 -0.918
7 C 4.052 0.089 0.416
8 C 2.884 0.580 0.963
9 C 2.006 1.327 0.178
10 C 2.322 1.572 -1.158
11 C 3.492 1.074 -1.693
12 H 3.729 1.263 -2.730
13 H 1.638 2.152 -1.757
14 C 0.772 1.835 0.728
15 N -0.063 2.643 0.135
16 C -1.080 2.842 1.028
17 C -0.824 2.103 2.153
18 O 0.363 1.481 1.965
19 C -1.580 1.894 3.411
20 H -1.714 2.836 3.942
21 H -1.040 1.198 4.047
22 H -2.563 1.483 3.184
23 C -2.268 3.642 0.697
24 H -2.045 4.448 0.005
25 H -2.761 4.017 1.591
26 S -3.510 2.512 -0.150
27 O -3.369 1.230 0.566
28 C -2.539 2.352 -1.715
29 C -2.905 1.128 -2.546
30 O -3.122 1.201 -3.738
31 N -2.898 -0.006 -1.831
32 C -3.177 -1.309 -2.378
33 H -4.096 -1.703 -1.932
34 H -3.328 -1.193 -3.454
35 C -2.009 -2.288 -2.122
36 N -1.558 -2.419 -0.756
37 C -0.653 -1.392 -0.273
38 C 0.411 -2.024 0.632
39 C 0.044 -2.022 2.117
40 C -1.435 -2.301 2.403
41 C -2.060 -3.357 1.490
42 H -2.905 -3.814 2.012
43 C -2.601 -2.778 0.181
44 H -3.250 -1.919 0.432
45 H -3.221 -3.538 -0.305
46 H -1.339 -4.144 1.271
47 H -2.011 -1.378 2.306
48 H -1.525 -2.623 3.443
49 H 0.297 -1.050 2.548
50 H 0.658 -2.770 2.623
51 H 0.562 -3.046 0.284
52 H 1.358 -1.494 0.508
53 H -1.172 -0.590 0.272
54 H -0.157 -0.939 -1.135
55 H -2.329 -3.278 -2.466
56 H -1.151 -1.983 -2.726
57 H -2.875 0.071 -0.820
58 H -2.734 3.253 -2.294
59 H -1.481 2.302 -1.442
60 H 2.645 0.393 1.999
61 H 4.727 -0.490 1.030
62 H 5.532 -0.395 -2.557
63 H 5.962 -1.098 -0.991

Net charge: 0
Calculated total energy in hartree: -1684.4048
HOMO in eV: -7.99